No. 1
CH4N3P in the gas phase, computed with the ωB97M-V functional and the def2-TZVPD basis.

Structure (XYZ):
```
9
Properties=species:S:1:pos:R:3:forces:R:3:nbo_charge:R:1
N 0.97910 2.49262 -0.85494 0.2 0.1 -0.5 -0.31
C 0.36710 1.52120 -0.77411 -0.1 0.4 1.1 -0.09
P -0.72736 0.35423 0.09001 -0.6 0.5 -0.7 1.15
N -0.65574 -0.90133 -1.03245 -1.8 -2.4 -1.1 -1.18
N 0.40821 -0.21208 1.19077 1.5 0.4 -0.2 -1.18
H -1.54003 -1.35404 -1.45039 1.7 1.5 1.1 0.40
H -0.17399 -1.65550 -0.55189 0.3 -0.1 -0.4 0.40
H 0.00838 -0.46240 2.05579 -0.4 -0.2 1.1 0.39
H 1.33433 0.21731 1.32721 -0.8 -0.3 -0.4 0.42
```
Positions in Å, forces in eV/Å.

Calculated values
Multiplicity: 1
HOMO in eV: -9.111
SMILES string: N#CP(N)N

No. 2
2 unconnected molecules or ions with the total composition CH4N3P, computed with the ωB97M-V functional and the def2-TZVPD basis.

Structure (XYZ):
```
9
Properties=species:S:1:pos:R:3:forces:R:3:nbo_charge:R:1
H 0.16875 1.40306 1.15779 -0.8 2.6 2.0 0.36
N 0.50458 0.79775 0.50210 0.6 -2.3 -1.9 -1.21
P 1.74376 0.03124 1.02838 0.5 -1.4 -0.5 1.20
N 1.88439 -1.25250 -0.10325 -0.2 5.1 1.1 -1.13
H 1.06184 -1.23411 -0.62222 -1.5 -0.6 -1.4 0.40
H 2.23773 -2.07736 0.17757 1.5 -3.3 0.9 0.39
C -2.55478 0.81474 -0.66658 -0.1 -0.3 -0.5 0.08
N -3.14043 0.57072 -1.61390 -0.5 0.0 -0.4 -0.32
H -1.90583 0.94647 0.14011 0.6 0.2 0.8 0.23
```
Positions in Å, forces in eV/Å.

Calculated values
Multiplicity: 1
HOMO in eV: -9.934
SMILES string: [H]/N=P/N.C#N

No. 3
2 unconnected molecules or ions with the total composition CH4N3P, computed with the ωB97M-V functional and the def2-TZVPD basis.

Structure (XYZ):
```
9
Properties=species:S:1:pos:R:3:forces:R:3:nbo_charge:R:1
C -0.23177 0.99191 -0.37136 -2.2 -0.2 7.2 -0.50
N 1.15372 0.73737 -0.15044 1.1 2.6 -0.5 -0.21
N 1.50288 -0.40153 0.07714 0.4 0.5 0.1 0.06
N 0.50060 -1.30664 0.10237 -0.1 -1.5 -0.1 -0.75
P -1.12318 -0.69027 -0.12205 0.2 0.4 1.4 0.62
H -0.67208 1.89028 0.67692 1.4 -2.8 -3.3 0.21
H -0.59094 1.42196 -1.20296 -0.2 1.8 -3.2 0.21
H 0.96603 -2.07502 -0.36690 -1.1 -0.7 0.2 0.41
H -1.50527 -0.56808 1.35728 0.6 -0.1 -1.7 -0.05
```
Positions in Å, forces in eV/Å.

Calculated values
Multiplicity: 1
HOMO in eV: -9.107

No. 4
A gas-phase ion, CH4N3S2 (charge +1), computed with the ωB97M-V functional and the def2-TZVPD basis.

Structure (XYZ):
```
10
Properties=species:S:1:pos:R:3:forces:R:3:nbo_charge:R:1
N -0.95184 -1.24689 -0.15152 3.4 3.7 -0.8 -0.79
C -0.13860 0.00967 -0.09140 -3.4 -2.6 0.9 0.67
N -0.72297 1.20534 -0.10030 1.9 1.3 0.0 -0.74
N 1.09477 -0.03505 0.27929 3.4 -1.1 -0.1 -0.63
S 2.52553 -1.08736 0.02014 -1.3 -0.4 0.1 0.39
S 2.45560 0.93743 -0.08150 0.0 1.2 -0.1 0.40
H -0.42912 -2.14092 -0.15429 -0.7 1.1 0.3 0.43
H -1.79035 -1.12194 0.36634 -0.7 -0.5 0.3 0.42
H -0.37631 2.18963 0.06748 0.7 -2.2 -0.2 0.45
H -1.66671 1.29009 -0.15423 -3.4 -0.4 -0.5 0.42
```
Positions in Å, forces in eV/Å.

Calculated values
Multiplicity: 1
Charge: +1
HOMO in eV: -13.615
SMILES string: NC(=[NH2+])n1ss1

No. 5
A molecular structure, CH4N4, computed with the ωB97M-V functional and the def2-TZVPD basis.

Structure (XYZ):
```
9
Properties=species:S:1:pos:R:3:forces:R:3:nbo_charge:R:1
C 1.30075 0.84163 0.04007 -3.1 1.1 -1.6 0.07
N 1.74281 -0.34814 0.06764 0.2 0.1 0.6 -0.25
N 0.55246 -0.98715 0.01516 -0.3 -2.3 0.6 -0.34
N -0.27809 0.05872 -0.49900 3.9 2.2 0.9 -0.15
N -1.45671 0.22537 0.08079 -0.8 0.4 0.9 -0.65
H 1.56010 1.96700 0.06989 0.0 -2.5 -0.2 0.23
H 0.42420 -1.97182 -0.30965 0.7 1.3 -0.2 0.37
H -1.67802 0.23991 1.08121 0.7 -0.3 -0.6 0.36
H -2.16750 -0.02553 -0.54611 -1.3 -0.1 -0.4 0.36
```
Positions in Å, forces in eV/Å.

Calculated values
Multiplicity: 1
HOMO in eV: -8.360

No. 6
CH4N4S in the gas phase, computed with the ωB97M-V functional and the def2-TZVPD basis.

Structure (XYZ):
```
10
Properties=species:S:1:pos:R:3:forces:R:3:nbo_charge:R:1
C -0.80537 -1.24050 -1.21730 1.4 1.7 3.8 -0.75
N 0.07210 1.49789 1.57256 -3.6 1.0 1.8 0.04
N -1.02403 1.61144 1.13273 2.3 -0.4 0.0 -0.08
N 1.24061 0.18261 0.04006 0.0 0.0 0.4 -0.62
N 1.21645 1.13908 1.14622 2.8 -1.5 -2.6 -0.27
S 0.05211 0.41306 -1.05485 -0.1 -0.3 0.9 0.57
H -0.15835 -1.90624 -1.62875 1.2 -1.7 -2.7 0.23
H -1.75423 -0.94863 -1.48789 -2.0 -0.1 -1.6 0.23
H -0.90242 -1.74525 -0.25275 -0.2 0.8 0.6 0.23
H 2.06313 0.99654 1.74998 -1.9 0.4 -0.4 0.42
```
Positions in Å, forces in eV/Å.

Calculated values
Multiplicity: 1
HOMO (alpha / beta) in eV: -7.702 / -8.057

No. 7
A gas-phase ion, CH4N5O2 (charge +1), computed with the ωB97M-V functional and the def2-TZVPD basis.

Structure (XYZ):
```
12
Properties=species:S:1:pos:R:3:forces:R:3:nbo_charge:R:1
C -0.03174 -0.00587 0.39014 0.3 0.5 0.1 0.54
N -2.70046 -0.62931 -1.93324 -0.1 -0.1 -0.3 0.10
N -1.17325 0.21928 0.87808 2.3 -0.1 0.2 -0.21
N -2.40051 -0.29032 -0.91643 0.4 -1.1 -2.9 0.23
N -2.29809 0.07885 0.23085 -2.3 1.1 2.7 -0.18
N 1.12280 0.25679 1.28300 0.2 -0.1 -0.2 -0.72
O 1.53174 0.01565 -1.30118 0.5 0.5 0.5 -0.44
O 0.28713 -0.49320 -0.82539 -0.6 -0.7 -0.2 -0.24
H 0.83503 0.94116 1.99988 0.1 -0.2 -0.3 0.48
H 1.89767 0.62531 0.69796 -0.2 -0.1 0.4 0.47
H 1.45201 -0.60100 1.75979 -0.1 0.3 -0.2 0.46
H 1.47766 -0.11735 -2.26349 -0.3 -0.1 0.1 0.52
```
Positions in Å, forces in eV/Å.

Calculated values
Multiplicity: 1
Charge: +1
HOMO in eV: -13.736

No. 8
CH4N6O in the gas phase, computed with the ωB97M-V functional and the def2-TZVPD basis.

Structure (XYZ):
```
12
Properties=species:S:1:pos:R:3:forces:R:3:nbo_charge:R:1
N -1.83879 -0.28170 -0.16041 -2.0 0.2 0.0 -0.72
N -0.83788 -1.29095 -0.02254 0.0 0.9 0.2 -0.28
C 0.32050 -0.78372 -0.10349 0.6 0.5 -0.1 0.42
N 1.38564 -1.63007 0.17800 1.8 0.0 -0.2 -0.22
N 2.46445 -1.01331 0.06343 -0.9 -0.7 0.1 0.19
O 2.28195 0.27262 -0.30248 0.4 0.7 0.2 -0.18
N 0.89416 0.52219 -0.44570 -1.9 -2.1 0.3 -0.04
N 0.48405 1.61213 0.29313 -0.5 0.9 0.4 -0.62
H -2.51271 -0.42656 0.63365 1.0 0.0 -0.9 0.36
H -2.42014 -0.53611 -0.98174 0.6 0.1 0.6 0.36
H -0.07079 1.39849 1.12976 0.6 -0.5 -0.3 0.36
H -0.15046 2.15697 -0.28162 0.4 0.0 -0.2 0.37
```
Positions in Å, forces in eV/Å.

Calculated values
Multiplicity: 1
HOMO in eV: -9.520
SMILES string: N/N=c1/nnon1N

No. 9
A gas-phase ion, CH4NO (charge -1), computed with the ωB97M-V functional and the def2-TZVPD basis.

Structure (XYZ):
```
7
Properties=species:S:1:pos:R:3:forces:R:3:nbo_charge:R:1
C -0.53239 -0.14602 -0.13016 -1.7 0.0 0.5 -0.70
N 0.89566 -0.23243 0.18952 -2.0 2.1 1.8 -0.24
O 1.55066 0.34158 -0.73914 1.2 -0.2 0.0 -0.47
H -0.83387 -0.82872 -0.92762 0.2 0.0 -0.1 0.17
H -1.22329 -0.37474 0.77150 1.3 0.4 -1.1 0.13
H -0.74745 0.90891 -0.49618 0.2 -1.1 0.6 0.17
H 0.89069 0.33143 1.33208 0.8 -1.1 -1.7 -0.06
```
Positions in Å, forces in eV/Å.

Calculated values
Multiplicity: 3
Charge: -1
HOMO (alpha / beta) in eV: 1.158 / -4.678

No. 10
2 unconnected molecules or ions with the total composition CH4NO2, computed with the ωB97M-V functional and the def2-TZVPD basis.

Structure (XYZ):
```
8
Properties=species:S:1:pos:R:3:forces:R:3:nbo_charge:R:1
O -0.69759 -2.25724 -1.31695 0.5 3.5 -0.7 -0.99
H -0.41855 -1.61706 -2.09014 -0.8 -1.9 2.3 0.46
C -0.42805 1.22084 0.14573 0.4 -1.5 0.0 0.19
N 0.84753 1.60855 0.91940 -1.8 -0.9 2.6 -1.02
O -0.97232 0.17259 0.57334 0.8 1.5 -0.2 -0.80
H -0.86096 -1.55154 -0.58187 0.3 -1.4 -1.4 0.52
H 0.81069 1.06124 1.85700 0.2 0.7 -1.8 0.30
H 1.71924 1.36262 0.49350 0.4 -0.1 -0.8 0.34
```
Positions in Å, forces in eV/Å.

Calculated values
Multiplicity: 1
Charge: -1
HOMO in eV: -2.100

No. 11
2 unconnected molecules or ions with the total composition CH4NO2, computed with the ωB97M-V functional and the def2-TZVPD basis.

Structure (XYZ):
```
8
Properties=species:S:1:pos:R:3:forces:R:3:nbo_charge:R:1
C 0.44325 -0.04110 0.44396 -0.1 2.1 6.1 0.45
N -0.70894 0.04960 -0.40783 1.3 -2.6 -2.5 -0.73
O 1.43476 -0.80786 -0.01412 -0.3 -3.6 0.2 -0.19
O 1.55974 0.58264 -0.00796 0.0 3.2 -0.2 -0.19
H 0.05912 0.26555 1.89833 1.4 -1.4 -4.6 0.24
H -0.27394 -0.00931 -1.38604 -1.1 1.0 0.9 0.48
H -1.30414 0.80778 -0.16908 -0.8 1.2 -0.2 0.47
H -1.20986 -0.84730 -0.35727 -0.4 0.2 0.3 0.47
```
Positions in Å, forces in eV/Å.

Calculated values
Multiplicity: 1
Charge: +1
HOMO in eV: -16.397

No. 12
2 unconnected molecules or ions with the total composition CH4NO2S, computed with the ωB97M-V functional and the def2-TZVPD basis.

Structure (XYZ):
```
9
Properties=species:S:1:pos:R:3:forces:R:3:nbo_charge:R:1
N 1.41414 0.29552 -0.82389 -0.3 -0.1 0.1 -0.92
C 1.19452 -0.20622 0.50463 0.3 0.2 -0.4 0.87
O 1.79367 0.38138 1.41636 0.0 0.0 0.2 -0.78
O 0.38210 -1.17075 0.55658 -0.2 0.0 0.1 -0.82
H 2.21195 0.89044 -0.93931 0.2 0.0 0.1 0.36
H 1.28916 -0.40439 -1.53395 0.0 0.0 -0.1 0.36
S -2.19315 0.35799 -0.58194 -0.2 -0.3 -0.2 -0.42
H -2.82410 -0.61852 -1.27216 0.2 0.2 0.2 0.11
H -1.15927 -0.45063 -0.14258 0.0 0.0 0.0 0.24
```
Positions in Å, forces in eV/Å.

Calculated values
Multiplicity: 1
Charge: -1
HOMO in eV: -4.393

No. 13
A gas-phase ion, CH4NO3 (charge -1), computed with the ωB97M-V functional and the def2-TZVPD basis.

Structure (XYZ):
```
9
Properties=species:S:1:pos:R:3:forces:R:3:nbo_charge:R:1
O -0.42981 1.09843 0.75058 -0.8 1.3 0.8 -0.85
C -0.37630 -0.13283 0.44288 -1.0 -2.7 -1.2 0.50
O 0.12136 -1.00519 1.43403 4.1 1.3 1.1 -0.77
N 0.54097 -0.23493 -0.84977 -0.6 -2.1 -0.9 -0.43
O 0.37532 1.02517 -1.43109 -0.3 1.4 -0.9 -0.69
H -1.30530 -0.78180 0.31180 -0.3 1.1 -0.8 0.03
H 1.01848 -0.50998 1.65191 -2.3 -1.6 -0.3 0.44
H 0.21005 -0.92764 -1.66562 0.3 1.6 2.7 0.29
H -0.15478 1.46876 -0.64472 0.8 -0.3 -0.6 0.47
```
Positions in Å, forces in eV/Å.

Calculated values
Multiplicity: 1
Charge: -1
HOMO in eV: -2.878
SMILES string: [O-][C@H](O)NO

No. 14
2 unconnected molecules or ions with the total composition CH4NO3, computed with the ωB97M-V functional and the def2-TZVPD basis.

Structure (XYZ):
```
9
Properties=species:S:1:pos:R:3:forces:R:3:nbo_charge:R:1
N 0.69282 1.67940 0.19800 -0.1 0.0 0.4 -0.85
C 0.50544 0.48586 -0.44238 0.0 1.6 0.6 0.81
O 0.37879 -0.56765 0.14189 0.1 -0.6 -0.6 -0.59
O 0.51768 0.57443 -1.74398 -0.1 -0.6 -0.3 -0.20
H 0.30069 2.55858 -0.12733 0.2 -0.5 -0.2 0.41
H 0.67423 1.52861 1.19646 0.0 0.3 0.1 0.41
H -0.83523 -2.02472 1.74679 0.0 0.0 0.0 0.47
H -1.68434 -1.62627 0.57333 0.0 0.0 0.0 0.47
O -1.75386 -1.96768 1.46933 -0.1 -0.1 0.1 -0.94
```
Positions in Å, forces in eV/Å.

Calculated values
Multiplicity: 2
HOMO (alpha / beta) in eV: -10.984 / -10.968

No. 15
2 unconnected molecules or ions with the total composition CH4NO3P, computed with the ωB97M-V functional and the def2-TZVPD basis.

Structure (XYZ):
```
10
Properties=species:S:1:pos:R:3:forces:R:3:nbo_charge:R:1
C 1.67458 -0.38533 0.04743 -1.7 -2.1 1.8 0.22
N -1.46220 0.18285 -0.22912 -2.3 -0.7 1.9 -0.25
O -2.85110 0.00447 -0.33150 0.9 -0.6 0.1 -0.54
O 1.12550 0.53339 -0.82764 0.0 1.0 -0.5 -0.80
O 1.23114 0.12774 1.30586 -0.3 1.8 -0.1 -0.79
P 0.67358 1.51323 0.48391 1.0 -0.3 0.7 1.03
H 1.13699 -1.36538 0.02371 0.9 0.3 -0.8 0.16
H 2.73902 -0.43083 0.11313 0.9 -0.2 -0.7 0.17
H -3.24335 -0.28016 0.55131 1.4 0.8 -1.2 0.49
H -1.02416 0.10000 -1.13709 -0.9 -0.1 -1.0 0.32
```
Positions in Å, forces in eV/Å.

Calculated values
Multiplicity: 3
HOMO (alpha / beta) in eV: -6.691 / -10.221

No. 16
CH4NO4P in the gas phase, computed with the ωB97M-V functional and the def2-TZVPD basis.

Structure (XYZ):
```
11
Properties=species:S:1:pos:R:3:forces:R:3:nbo_charge:R:1
C 0.63648 0.87212 0.07334 0.8 1.4 -2.3 0.47
N 1.76905 0.06250 0.17970 -0.7 0.5 2.3 -0.85
O -2.64904 0.43880 -0.19610 -3.3 0.5 -0.2 -1.04
O -1.04070 -1.60800 -0.03436 1.8 2.1 -1.4 -0.97
O -0.12831 0.38414 -1.10845 -1.9 0.2 1.3 -0.81
O -0.44138 0.69792 1.05994 2.0 0.0 -0.6 -0.77
P -1.32794 -0.03259 -0.06860 4.1 -0.5 -1.5 2.50
H 0.98191 1.93720 -0.21751 -1.1 -1.4 1.2 0.18
H 2.38810 0.16802 -0.60094 0.1 -0.3 -0.2 0.39
H 1.44826 -0.85779 0.43357 0.6 -0.5 -0.4 0.38
H -1.63643 -2.06234 0.47941 -2.4 -2.0 1.9 0.50
```
Positions in Å, forces in eV/Å.

Calculated values
Multiplicity: 1
HOMO in eV: -10.465

No. 17
A molecular structure, CH4NOP, computed with the ωB97M-V functional and the def2-TZVPD basis.

Structure (XYZ):
```
8
Properties=species:S:1:pos:R:3:forces:R:3:nbo_charge:R:1
C -0.11942 -0.00934 -1.07406 -1.8 -0.2 0.6 0.01
N -1.25244 0.41418 -1.04121 -0.7 1.3 1.5 -0.56
O 2.55801 -0.68667 -0.67714 0.6 0.1 0.0 -1.04
P 1.16355 -0.79627 -0.21779 1.0 1.3 0.3 1.26
H -0.59663 0.79516 1.91636 -0.3 1.5 -1.2 0.03
H -1.73852 0.93214 -0.18239 1.6 -1.3 -2.1 0.41
H -0.72888 1.43184 1.43573 0.3 -1.4 1.2 -0.03
H 0.71433 -2.08104 -0.15949 -0.7 -1.1 -0.3 -0.07
```
Positions in Å, forces in eV/Å.

Calculated values
Multiplicity: 1
HOMO (alpha / beta) in eV: -8.621 / -8.620

No. 18
2 unconnected molecules or ions with the total composition CH4NOP, computed with the ωB97M-V functional and the def2-TZVPD basis.

Structure (XYZ):
```
8
Properties=species:S:1:pos:R:3:forces:R:3:nbo_charge:R:1
C -1.19351 -0.20670 -0.00382 -1.9 2.3 -1.1 0.49
N 0.08423 -0.51704 -0.20611 2.4 -5.3 1.2 -0.85
O -1.59606 0.96198 -0.06736 0.6 -1.7 0.6 -0.59
P 1.55491 0.38895 -0.15225 1.1 -2.4 -0.3 0.56
H -1.88477 -1.05840 -0.02079 0.0 -0.1 0.4 0.12
H 0.38059 -2.10276 0.10237 -1.0 5.0 -1.0 0.36
H 1.15131 1.52068 -0.69960 -1.0 1.9 -1.5 -0.03
H 1.50329 1.01330 1.04757 -0.2 0.4 1.7 -0.06
```
Positions in Å, forces in eV/Å.

Calculated values
Multiplicity: 1
HOMO in eV: -9.968

No. 19
2 unconnected molecules or ions with the total composition CH4NOP, computed with the ωB97M-V functional and the def2-TZVPD basis.

Structure (XYZ):
```
8
Properties=species:S:1:pos:R:3:forces:R:3:nbo_charge:R:1
C -1.49497 0.14176 -0.38823 -0.5 0.4 0.0 -0.05
N -1.84498 0.32266 0.81538 3.2 -1.4 -0.1 -0.61
O 3.26693 -0.60706 0.22522 -0.2 -1.5 -0.6 -1.01
P 2.81339 0.92313 0.46693 -0.3 0.1 -0.2 0.50
H 2.75505 -1.29813 -0.28066 0.5 1.4 0.7 0.51
H -0.43884 -0.18967 -0.62306 -1.2 0.8 0.1 0.17
H -2.25608 0.35286 -1.18282 0.9 -0.7 0.0 0.15
H -2.80049 0.35444 0.96724 -2.4 1.0 0.0 0.33
```
Positions in Å, forces in eV/Å.

Calculated values
Multiplicity: 1
HOMO (alpha / beta) in eV: -7.668 / -7.666

No. 20
CH4NP3 in the gas phase, computed with the ωB97M-V functional and the def2-TZVPD basis.

Structure (XYZ):
```
9
Properties=species:S:1:pos:R:3:forces:R:3:nbo_charge:R:1
C 1.04361 1.31488 -0.04700 1.4 0.0 1.0 -0.09
N -0.18541 1.55055 -0.04262 1.8 0.4 0.2 -0.72
P -1.67618 1.05579 -0.10013 -1.7 0.0 -0.2 0.49
P 0.38356 -1.80718 -0.21397 0.9 -0.4 -0.6 -0.03
P -1.45585 -1.12862 0.25978 -0.6 0.0 -1.0 0.02
H 1.30189 0.12035 -0.17875 0.0 1.6 -0.2 0.14
H 1.83392 2.08997 0.39807 -1.8 -1.9 -1.0 0.21
H 0.21224 -1.67202 -1.63446 0.1 0.3 0.4 -0.01
H -1.45779 -1.52372 1.55908 -0.2 0.1 1.4 -0.01
```
Positions in Å, forces in eV/Å.

Calculated values
Multiplicity: 1
HOMO (alpha / beta) in eV: -7.711 / -7.712

For each record above, in turn, the calculated relative energy (zero: lowest compared OMol25 entry of this formula, charge and spin) values are 0.00; 88.33; 334.62; 83.26; 620.27; 424.39; 48.65; 256.92; 0.00; 233.33; 602.13; 62.12; 403.47; 0.95; 225.10; 48.41; 381.89; 374.22; 355.23; 185.36 kJ/mol.
For each record above, in turn, the calculated DFT total energy values are -14860.7463; -14859.8308; -14857.2782; -27233.5336; -7056.5564; -17891.8677; -12633.6054; -12084.2803; -4634.6174; -6686.0751; -6673.6532; -17524.3834; -8732.7611; -8732.9111; -18018.2101; -20072.8120; -13924.5753; -13924.6547; -13924.8516; -30454.8745 eV.